Entry from OMol25: a structure of composition C34H31N4O6S3V (ωB97M-V/def2-TZVPD).

Geometry (Å):
H -0.74717 1.30871 2.22025
H 2.06364 0.18815 -1.83715
C 2.76936 1.78106 4.28712
C 0.26221 5.01268 2.46609
C 0.75362 1.86039 -2.09779
C -1.50926 -4.42280 -3.15050
S 1.79386 -4.14413 0.42464
C 0.02093 4.14794 -2.24767
C 2.09673 3.52541 1.00376
N -0.45369 -3.80024 -0.71222
H 2.41142 1.18644 -3.22322
C -0.48559 -5.20783 -2.62178
H -0.85873 -1.57166 -3.44474
C -0.18193 -6.43741 -3.18886
N 0.21545 -4.73233 -1.46021
C 1.59903 0.74554 -2.64702
C 0.40175 3.65603 2.70407
H -1.21591 0.02563 -2.77822
C -4.22288 0.60735 1.49870
C -0.79151 3.92442 -1.14936
C 1.96754 4.89067 0.77998
H -4.89958 -1.25726 0.53703
C 2.51829 0.44670 6.27006
C -3.02567 -0.57244 -0.20500
H 0.98152 -1.04655 6.20495
C 0.24244 -3.40552 0.29532
C 1.48582 -0.25398 5.66834
O 0.09895 0.80726 1.90638
H -1.81687 -3.50612 -2.66842
H 0.58837 -7.06048 -2.76705
C 1.09511 0.05323 4.37158
V -0.07540 -0.23409 0.17314
O -2.19276 1.62191 2.32032
H -1.40217 4.70503 -0.71985
H -4.99740 0.14981 -0.50628
S 2.65008 -5.96531 -1.74715
O -0.10669 -1.23459 -1.55818
H -2.41723 -6.41104 -5.73909
H 0.05629 5.11770 -2.72621
C -0.88167 -6.85908 -4.31056
H -4.48659 0.14379 2.45000
H -0.59045 -2.08799 -1.41716
H -0.44506 5.58938 3.04724
H 1.45438 -1.03760 -3.84029
H 2.82350 0.20224 7.27866
C 2.34187 0.71071 1.29566
H 3.96954 2.01207 6.04139
C 1.49388 -5.03603 -1.06183
H -2.99348 -4.24855 -4.67240
O 3.52278 0.80478 1.30722
O 1.67227 -0.03588 0.37132
H -0.64060 -7.81909 -4.74667
C -2.19594 -4.86012 -4.27124
H 0.50816 0.30276 -4.46905
C -4.42489 -0.30644 0.30137
H 2.83616 2.96863 0.44231
H 1.46316 3.24407 -3.55525
C 1.31135 2.90184 1.96481
C -1.87890 -6.07367 -4.86395
H 2.59777 5.37160 0.04305
C 1.04824 5.63380 1.50271
H 3.26968 2.57571 3.74834
H -4.75354 1.55682 1.44783
N -2.08647 0.17729 0.53017
C 0.80066 3.10675 -2.71160
C -0.79747 2.66925 -0.58448
C 1.73231 1.07661 3.68270
H 0.95454 6.69816 1.33112
C 3.16177 1.46340 5.57610
S -0.35982 -2.16737 1.37818
C 0.80980 -0.20700 -3.55028
N -0.06431 1.63855 -1.04487
H -1.40015 2.48447 0.28860
C -0.44295 -0.73054 -2.89413
H 0.29474 -0.50599 3.90672
C -2.73938 0.86283 1.51527
C 1.36459 1.40522 2.24533
H -0.18839 3.18112 3.47993
O -2.73306 -1.30475 -1.11798

Computed properties:
Lowest unoccupied orbital energy (spin up / spin down) in eV: -5.09 / -4.36
Strongest force on any atom in eV/Å: 0.3
HOMO (spin up / spin down) in eV: -10.40 / -10.40
Spin multiplicity: 2
Energy above the lowest of the compared OMol25 structures with the same formula, charge and spin in kJ/mol: 0.0
Net charge: +1

---

Entry from OMol25: a structure of composition C34H31N5O3PbS5 (ωB97M-V/def2-TZVPD).

Geometry (Å):
H -2.90880 4.82089 -2.75366
O -0.98047 1.91716 3.64185
H -2.26192 0.95692 -4.82695
N 1.41973 1.26215 1.11603
C 0.69346 1.96107 1.97880
H -4.06489 -1.53470 1.22913
H 2.25078 4.94885 1.74139
C -4.63429 3.47373 -0.18283
C -0.66876 -4.22229 0.35315
H 1.12272 -0.57594 4.33045
H 0.64363 -1.03291 5.98313
C -2.81654 -2.61136 4.86176
C -2.41930 -6.15903 -0.08109
C 2.50627 0.29906 -3.57697
H -1.32199 -2.21248 6.34107
H 3.95797 -1.51534 -4.98368
O 4.23387 1.52971 -1.03876
C 4.33068 -2.28556 0.31386
H -0.10230 2.82759 -1.17163
C 4.85433 -2.94735 -2.05924
S -2.53464 -4.99281 -1.34377
C -1.29450 -3.86373 -0.79700
H -4.14924 -2.80426 3.19963
H -3.68355 2.24246 1.31850
S -1.18909 -5.75078 1.05211
C -1.38802 -0.82774 3.23476
C -4.39859 4.22166 -1.32366
H 2.50558 0.31483 -4.66853
H 0.36074 3.82269 2.96338
N -2.33993 2.82063 -0.12074
H 4.87684 -3.19769 0.55623
H 5.31077 -3.38717 -4.11324
C -3.12215 4.24275 -1.86166
C -3.56524 2.80132 0.39621
C 2.74215 3.17189 0.63750
C -0.73227 3.40478 -1.84730
H 5.44402 -3.76916 -1.66622
H -2.41252 -1.65458 0.63095
C 0.32630 -0.51521 5.07628
H 4.85647 -1.42846 0.74364
H 2.89766 1.25072 -3.20836
H 1.47816 0.20355 -3.22016
N -0.64257 0.00199 2.38921
C 4.19434 -2.10790 -1.17140
H -0.99404 -0.24867 -4.56653
N 2.74033 -0.21264 -0.77079
C 0.96694 3.30034 2.23710
H -5.62034 3.41232 0.25763
H 0.17122 0.54124 5.30334
C -0.40198 1.25471 2.75276
S -1.03886 -2.45850 -1.77039
C 2.00658 3.90886 1.55447
C -3.24991 -2.32841 3.57689
H -0.58769 1.32244 -5.31351
C 3.42831 -1.04129 -1.66801
C -0.93988 -1.12182 4.54004
C 3.21520 1.00456 -0.54513
C -2.11847 3.50715 -1.23616
C 4.77594 -2.73957 -3.42742
H -0.97746 3.26968 -3.95315
C 3.33524 -0.83753 -3.05174
C -1.66749 -1.99830 5.33418
H -3.01994 -0.09391 1.14440
Pb 0.39757 -0.91188 0.12828
C -1.20902 0.81763 -4.57373
C -2.55623 -1.44723 2.75932
H -0.29336 4.39108 -2.00337
S -3.38730 -7.50352 0.02903
N -0.78863 2.72386 -3.13245
H 3.56318 3.59242 0.07427
C -3.04975 -1.16179 1.36937
C -0.95965 1.36644 -3.18349
H -3.36391 -3.31092 5.48322
H 3.34982 -2.33210 0.78747
C 4.01696 -1.68634 -3.91320
O -0.89643 0.66923 -2.19555
S 0.56511 -3.36628 1.24626
H -5.20090 4.78340 -1.78796
C 2.41386 1.83541 0.44237

Computed properties:
Lowest unoccupied orbital energy in eV: 3.71
Strongest force on any atom in eV/Å: 0.8
HOMO in eV: -1.35
Spin multiplicity: 1
Energy above the lowest of the compared OMol25 structures with the same formula, charge and spin in kJ/mol: 22.0
Net charge: -2

---

Entry from OMol25: the molecule C34H31NO8 in a non-equilibrium geometry (ωB97M-V/def2-TZVPD).

Geometry (Å):
C 1.63545 2.24730 -3.44596
C 1.66700 2.88966 1.21739
O -0.56617 -0.75358 3.36903
C 0.76928 1.81178 -2.26760
H 3.13955 -6.32749 -1.16304
C -1.64513 1.51822 2.05362
H 1.27738 0.47745 -4.63217
C 1.46760 -3.86669 1.35104
C 4.42369 1.42599 -0.97028
C 0.75248 -2.96539 2.11281
O 4.79604 -0.99056 -1.34639
H 3.77445 3.38002 -0.41778
C -4.67459 2.29135 -1.25514
C -0.34981 -2.30208 1.58424
C -3.76386 -0.97658 4.02401
C 2.12059 1.04955 -4.25226
C 0.00906 -3.40730 -0.51249
O -5.37855 -0.05282 1.96292
C -3.64448 0.98185 0.71456
C -6.01099 0.64869 -1.89942
C 3.60290 2.32191 -0.28857
O 3.13813 -1.71799 0.07705
C -1.07503 -1.34009 2.43751
C -5.66506 1.93151 -2.19600
H -6.06517 2.54485 -2.97771
C 0.34845 3.00621 -1.39788
O -2.30883 1.45042 4.34362
H -1.57297 -2.01626 -0.15167
H 2.72310 1.37532 -5.09650
H 2.49975 2.80038 -3.07164
H -6.71835 -0.02374 -2.34278
H 1.87859 2.90788 2.29021
C -4.21279 0.23898 1.81416
H -0.12336 1.30382 -2.63605
C -1.64214 2.08398 -0.27607
C 4.15100 -2.12824 -0.81615
H -0.32835 3.63795 -1.97700
O -5.30776 0.19791 -0.85223
H 4.88816 -2.74732 -0.27979
H 1.06327 2.91687 -4.09161
H 2.30699 -4.37879 1.79265
C -2.31177 0.94689 3.24868
C -0.72079 -2.53421 0.26026
H 2.72754 0.39563 -3.62969
C 1.10692 -4.08764 0.02431
C -4.49022 1.19321 -0.45024
H 1.84709 3.89607 0.82881
C -0.36697 2.53997 -0.16386
H 3.70531 -2.71644 -1.63427
C 3.15820 -0.35233 0.06825
O 1.75204 -4.92806 -0.82389
H -4.35665 -0.26564 4.59253
H -2.98070 -1.37833 4.66298
H -2.11259 2.10584 -1.24532
H -0.25075 -3.59162 -1.54303
H 5.21254 1.76228 -1.62098
H -4.19464 3.24434 -1.15983
C -0.40151 2.04215 2.13383
H -4.40660 -1.77810 3.66975
C 2.35078 0.52580 0.74583
H 1.56991 0.16887 1.39773
H 3.63609 -5.10535 0.03397
O -2.33636 -1.16365 2.05370
C 4.17150 0.08940 -0.78774
C -2.36447 1.50129 0.80733
C 2.80421 -5.71987 -0.32398
H 1.22947 3.59623 -1.15799
H 1.32645 1.09782 -1.65931
H 0.11106 2.05081 3.08367
C 2.57988 1.89237 0.54086
N 0.27088 2.53198 1.05628
H 1.03407 -2.77188 3.13686
C -3.14125 -0.25779 2.84105
H 2.46182 -6.37490 0.48284

Computed properties:
Lowest unoccupied orbital energy in eV: 0.18
Strongest force on any atom in eV/Å: 1.3
HOMO in eV: -6.93
Spin multiplicity: 1
Structure (SMILES): CCCCC1=CC2=C(c3ccco3)C(=O)[C@@](C)(OC(=O)c3ccc(OC)cc3)C(=O)C2=CN1Cc1ccc2c(c1)OCO2
Energy above the lowest of the compared OMol25 structures with the same formula, charge and spin in kJ/mol: 5.7

---

Entry from OMol25: a structure of composition C34H32AsGaN5O8SSe (ωB97M-V/def2-TZVPD).

Geometry (Å):
C -1.19045 1.29778 -3.05642
O -1.25820 -1.49832 1.13848
H 5.19702 -5.73002 -5.65802
H -1.47621 4.64025 -2.06629
C 6.46920 -2.72465 -3.18854
C -0.84399 -4.76517 -2.61795
H -3.56631 -2.81658 -4.52031
H 4.87219 -3.14095 -0.24299
H -1.88014 -1.60172 -3.21337
H 5.98705 -3.72506 -5.01849
H -1.74244 -6.53261 -3.42900
C -4.66128 1.23011 2.30850
N 6.59168 -0.84702 -0.22942
C 4.72424 -0.51066 1.20262
C -1.75687 4.67305 -3.11970
C -1.03043 3.55756 -3.87283
C -5.32394 -0.81349 3.40575
H -0.07884 -5.30559 -2.07416
C -1.85160 -2.68005 -3.24728
H -1.42104 5.62970 -3.52784
O -1.11168 1.14229 0.08205
C 6.15313 -2.51478 -1.85932
Se 0.49730 -2.54581 -1.49208
S -2.60989 -1.75099 0.57901
C -3.78381 0.51542 1.50300
N -0.64206 0.41278 -2.54409
H -3.65652 4.04133 -2.33077
N 2.07247 0.50276 -1.76595
C -4.45557 -1.53948 2.60496
C -2.77527 -4.75821 -4.05683
C -2.80038 -3.37153 -3.99001
H 2.99353 -0.45618 2.50320
H -3.52395 -5.29500 -4.62732
H 5.42342 -0.73389 2.00161
O -3.01343 -3.12493 0.52564
H -4.72571 2.30382 2.19750
C -5.43275 0.56182 3.25046
H -4.74927 3.57064 -4.53414
H 3.98320 -4.46619 -5.98154
C 5.12227 -3.27132 -1.28813
H -6.12443 1.12057 3.86956
O -3.61739 1.88728 -1.16613
C 2.97192 0.07983 -0.85242
H 5.81193 0.27171 -2.68621
O 1.16815 -0.07890 0.68991
N 7.01379 -1.63948 -1.10052
H -0.96959 3.79195 -4.93707
C 4.17556 -5.40092 -5.44803
C -0.87988 -3.37498 -2.53274
H 3.60323 -4.75056 -1.61108
O -2.60183 3.04681 1.09191
H -5.92580 -1.32350 4.14785
H -3.72074 1.73356 -3.37526
H 3.47903 -6.15962 -5.79285
C 4.70988 -4.34698 -3.39687
C 3.36197 -0.36164 1.49027
C -3.66647 3.61958 -4.41744
H 4.14045 1.00551 -4.34619
H -3.25840 4.01898 -5.35142
C 4.41435 -4.17857 -2.04499
C 4.76094 0.29261 -2.43271
C -3.14807 2.20298 -4.17343
H -4.36506 -2.61494 2.68897
C 5.74016 -3.61654 -3.97185
Ga -0.28477 -0.49132 -0.47294
H -0.01478 3.42701 -3.50574
C 2.48218 0.78244 -2.97304
H 7.28530 -2.16077 -3.62664
H -3.76487 5.49614 -3.32648
H 1.71869 1.08863 -3.68401
H -1.71776 3.01499 1.48156
N -1.73909 2.27771 -3.73415
C -3.28891 4.51836 -3.23780
C -1.78198 -5.45060 -3.37623
C 4.34271 -0.08290 -1.13536
O 3.94974 -5.25786 -4.06257
C 3.83763 0.71215 -3.34890
H -3.21601 1.59527 -5.07938
O -2.71678 -0.99304 -0.67894
C 5.21566 -0.49445 -0.08122
As -2.76197 1.51771 0.17472
C -3.70210 -0.87201 1.65573
C 2.44429 -0.14931 0.47358

Computed properties:
Lowest unoccupied orbital energy in eV: 2.40
Strongest force on any atom in eV/Å: 0.7
HOMO in eV: -4.77
Spin multiplicity: 1
Net charge: -1

---

Entry from OMol25: a structure of composition C34H32AuCl3N7O4 in a non-equilibrium geometry (ωB97M-V/def2-TZVPD).

Geometry (Å):
H 3.40082 2.12609 -1.39671
H 4.34701 5.35897 1.03987
H 3.54376 4.31640 -2.31363
O -0.20514 -2.35856 -1.16377
Cl -2.05390 0.82584 -1.97464
C -2.69024 1.44751 1.69082
H -0.30696 -3.89600 0.13563
N 1.85139 2.74750 -0.12493
C 4.15420 -2.77456 -1.84649
C -1.79099 -1.78548 1.61520
H 2.19999 -1.52055 1.32701
C 3.42170 4.73537 -1.31016
O -1.12018 -0.50365 1.44606
Au 0.21877 0.79240 -0.24853
C -3.05897 -3.02084 -4.05145
C 1.65979 -0.34223 -2.53844
H -3.17162 1.25036 0.73015
H 2.13338 2.66953 1.95188
C -1.55201 2.46591 1.47172
H -3.41077 1.87265 2.38893
H -2.72897 -0.73517 -0.29508
C -0.74863 -2.97865 -0.29040
O -1.30887 3.30323 2.31420
H 0.78581 5.68429 0.48607
C 3.73739 -2.81084 0.54122
H 2.85239 -1.30213 -3.97863
C -2.74886 -1.80611 -1.96201
C -4.79629 -2.67279 1.92992
C 2.46441 -1.33926 -0.80503
H 5.20676 -4.00230 -0.46895
C 3.28023 2.54987 -0.39364
C 4.43617 -3.25661 -0.58585
C 1.31402 3.69343 -1.11814
N 2.00472 4.96352 -1.05842
C -1.62897 0.29626 3.68677
H 2.37165 6.48366 0.33157
N -2.80579 -1.70323 -0.58693
C -1.09261 -0.71667 4.37483
C -4.30187 -1.39339 2.21652
H -5.81972 -2.86852 2.20651
N 2.60515 -1.16373 -3.01184
O -0.94381 2.36999 0.34369
C 2.74778 -1.85204 0.45788
H 3.95291 5.68851 -1.25165
C -2.72638 -1.89888 -4.78978
C -2.42626 -0.71943 -4.13457
C 1.84765 5.52691 0.27976
H 0.24969 3.83012 -0.91524
C -2.14054 0.15783 2.27734
C 3.14874 -1.82487 -1.93860
C 3.81724 4.40377 0.99935
H -2.19112 0.17580 -4.68973
C -2.43665 -0.68286 -2.75216
C -2.86301 -3.79058 0.77256
C -1.16419 -2.59494 2.71899
H -0.97972 -3.64037 2.52497
Cl -4.84321 -5.30401 1.61798
H -4.99440 -0.65180 2.59010
N 1.54978 -0.40317 -1.23229
N 3.98849 3.81440 -0.32775
H -2.71540 -1.94029 -5.86731
H 4.67275 -3.12784 -2.72238
H 3.70117 1.85726 0.34251
H -0.75789 -0.51748 5.38433
H 1.05414 0.28801 -3.15869
H -2.44545 -4.75566 0.53652
H -0.46753 -2.74280 4.67026
C 1.71281 3.35573 1.21165
H 3.98262 -3.24167 1.50044
Cl -3.56715 -4.41060 -1.84932
N 2.40659 4.62301 1.27581
H 1.44107 3.26006 -2.11512
H 4.23524 3.73054 1.75331
H -1.69288 1.27892 4.12861
H -3.34253 -3.93927 -4.53955
H 0.65481 3.51656 1.42890
C -2.07739 -2.59039 0.31783
C -4.06271 -3.75772 1.41780
C -2.99953 -1.06185 2.11368
C -3.07453 -2.97531 -2.66945
C -0.89934 -2.08511 3.92812

Computed properties:
Lowest unoccupied orbital energy (spin up / spin down) in eV: -6.02 / -6.64
Strongest force on any atom in eV/Å: 1.4
HOMO (spin up / spin down) in eV: -9.52 / -8.91
Spin multiplicity: 1
Energy above the lowest of the compared OMol25 structures with the same formula, charge and spin in kJ/mol: 34.1
Net charge: +1

---

Entry from OMol25: a structure of composition C34H32BrN4S5SbTc in a non-equilibrium geometry (ωB97M-V/def2-TZVPD).

Geometry (Å):
C 6.48490 0.06440 0.02890
C 1.06280 -4.67820 0.61080
C -3.91550 -0.05850 -2.81040
S 2.81820 1.63860 0.55930
H 4.80980 3.52690 -0.26820
H -2.26780 -3.49820 -2.22280
H -3.76010 2.87810 4.90080
H -5.58670 1.17280 -2.33660
Sb 0.50750 1.67250 -3.10410
H -0.77500 -2.63860 -1.78890
H 0.49120 -5.59100 0.63440
C -2.75560 -2.00060 -4.54030
H 4.91680 -1.76570 0.74470
H -1.69100 1.59210 4.55350
C 2.44130 -4.69230 0.78450
H 8.28590 1.04370 -0.56460
C -1.99040 -1.61650 -3.27050
S -1.39170 1.71550 -4.34710
C -3.72370 -0.83850 1.42350
N -1.40020 -0.82500 -0.46390
C 5.28670 2.56390 -0.18130
C -3.71670 -0.44520 -0.03610
H 7.22630 3.27310 -0.73040
C -2.20730 2.01080 3.70460
C -4.08150 3.17940 2.81190
H -4.04090 0.09470 -3.86800
S -0.12220 1.96650 -0.45340
C -2.63030 -0.78190 -0.91630
H -5.71540 -1.67900 1.28680
N 1.07180 -2.29720 0.37360
C -4.27570 3.59400 0.42430
H -2.17890 -2.73090 -5.10140
C -1.45180 -2.88670 -2.60390
N 2.26640 0.04110 0.44810
C 6.64270 2.41430 -0.44410
H -4.27640 4.03190 -1.66450
H -3.70480 -2.45560 -4.27230
C -3.39020 2.72740 3.89940
C -3.56140 3.04140 1.50820
H -0.88450 -3.46540 -3.32770
C -5.16040 -1.00500 1.93360
C -2.48940 3.03710 -1.05370
C -4.76390 0.26770 -0.58200
C 4.55350 1.46590 0.21670
Br -0.22280 0.54740 2.40600
H -5.23390 4.04940 0.61710
C -2.95750 -2.14010 1.68020
H -1.89310 -2.01140 1.49100
C 0.42880 -3.46750 0.41480
C -2.85320 -0.80810 -2.34110
H -5.68690 -0.05580 1.99700
S 1.11820 -0.57740 -2.23630
H 2.97670 -5.61910 0.92170
S 2.38310 2.91950 -3.29230
C -1.71760 1.80560 2.43820
H 6.93740 -0.91400 0.09890
H -3.34800 -2.93520 1.04950
H -5.03260 3.67610 2.93480
H 4.17750 -3.48360 0.96520
H -5.14530 -1.43540 2.93080
C 3.04840 -0.98880 0.57560
H -3.07510 -2.43980 2.72030
C 2.40960 -2.29960 0.57440
C -3.75150 3.58750 -0.83540
H -5.56140 0.63160 0.04340
C -4.80600 0.54610 -1.94150
H -1.11910 -1.01330 -3.56560
H -0.64350 -3.43340 0.28030
H -2.92810 -1.14530 -5.18660
C 7.23680 1.16950 -0.34630
N 4.39280 -0.90440 0.73210
H -3.25260 -0.04010 2.00600
C -1.78240 2.43560 -0.04020
H -2.05660 3.09660 -2.04140
Tc 0.25430 -0.40570 -0.07650
C 3.11270 -3.48750 0.78810
C 5.14360 0.21570 0.33180
C -2.30240 2.38800 1.28590

Computed properties:
Lowest unoccupied orbital energy (spin up / spin down) in eV: -4.36 / -4.36
Strongest force on any atom in eV/Å: 3.3
HOMO (spin up / spin down) in eV: -10.16 / -10.16
Spin multiplicity: 1
Net charge: +1